[1]
# C19H37ClSi4Sm

C19H37ClSi4Sm as an isolated structure (ωB97M-V/def2-TZVPD, the Open Molecules 2025 dataset).

Calculated values
- Kohn-Sham gap (spin up / spin down): 0.1959 / 0.2057 Ha
- Total charge: -1
- Total energy: -3022.374406 Ha
- 2S+1: 6
- ⟨S²⟩: 8.846
- Relative energy (zero: lowest compared OMol25 entry of this formula, charge and spin): 5.64 kcal per mole

Each line ends with the Mulliken charge.
Atoms and positions in Å:
C: -3.018 -0.914 -0.321  -0.6581
C: -2.042 -1.091 -1.394  -0.6339
C: -1.511 0.167 -1.771  -0.2579
H: -1.748 -2.048 -1.826  0.4556
C: -2.109 1.158 -0.965  -0.7427
C: -3.062 0.558 -0.077  -0.4822
H: -3.421 1.024 0.837  0.5800
H: -3.329 -1.717 0.358  0.5547
H: -0.875 0.334 -2.599  0.6349
H: -1.847 2.199 -1.041  0.4322
Sm: -0.961 -0.501 0.914  0.4339
Cl: 0.022 -2.848 1.104  -0.5234
C: 3.082 0.241 0.007  -0.3011
C: 2.590 1.476 -0.527  -0.5041
C: 1.926 1.175 -1.750  -0.6885
H: 2.620 2.443 -0.013  0.4473
C: 2.015 -0.206 -1.991  -0.5928
C: 2.731 -0.788 -0.911  -0.7496
H: 2.952 -1.870 -0.769  0.3031
H: 3.554 0.096 0.987  0.4396
H: 1.347 1.891 -2.342  0.4128
H: 1.569 -0.747 -2.807  0.4803
C: -3.485 -0.061 3.468  -0.9386
Si: -1.875 -0.435 4.373  0.0231
C: -1.981 0.202 6.126  -1.0960
C: -1.569 -2.290 4.349  -0.8650
Si: -0.070 0.647 3.494  0.3471
Si: -0.269 2.904 3.450  0.3381
C: -0.109 3.347 5.272  -0.9124
C: 1.076 3.759 2.456  -0.9657
C: -1.946 3.384 2.746  -0.9742
Si: 1.927 -0.024 4.320  0.7120
C: 1.622 -0.083 6.166  -1.1588
C: 2.481 -1.717 3.688  -0.8867
C: 3.240 1.248 3.890  -1.1635
H: -4.254 -0.517 4.119  0.3930
H: -3.572 -0.529 2.476  0.2963
H: -3.690 1.013 3.378  0.1147
H: -2.775 -0.410 6.586  0.3923
H: -1.062 0.077 6.708  0.2551
H: -2.282 1.254 6.168  0.2433
H: -1.701 -2.722 3.348  0.2634
H: -0.564 -2.572 4.701  0.1693
H: -2.330 -2.703 5.039  0.3530
H: 0.866 3.058 5.701  0.1928
H: -0.190 4.452 5.275  0.3989
H: -0.914 2.920 5.894  0.1895
H: 0.928 3.615 1.371  0.1567
H: 0.955 4.833 2.691  0.4157
H: 2.097 3.451 2.718  0.2941
H: -2.034 3.176 1.665  0.1270
H: -2.793 2.917 3.274  0.2275
H: -1.988 4.481 2.894  0.3906
H: 0.914 -0.871 6.451  0.2315
H: 2.614 -0.319 6.594  0.3826
H: 1.277 0.872 6.576  0.2887
H: 2.725 -1.709 2.611  0.1915
H: 3.396 -1.948 4.269  0.3175
H: 1.732 -2.503 3.856  0.2363
H: 3.419 1.346 2.810  0.2669
H: 3.021 2.240 4.304  0.3616
H: 4.158 0.860 4.366  0.3504



[2]
# C19H37F3N14O11

A 7-piece molecular cluster, C19H37F3N14O11 overall (ωB97M-V/def2-TZVPD, the Open Molecules 2025 dataset).

Calculated values
- Kohn-Sham gap: 0.3263 Ha
- Structure (SMILES): CC[C@H](F)N(C(=O)OCOc1ccccc1)N(C(=O)F)C(=O)F.NC(N)=O.NC(N)=O.NC(N)=O.NC(N)=O.NC(N)=O.NC(N)=O
- Total charge: 0
- Total energy: -2640.251448 Ha
- 2S+1: 1
- Relative energy (zero: lowest compared OMol25 entry of this formula, charge and spin): 0.00 kcal per mole

Each line ends with the Mulliken charge.
Atoms and positions in Å:
C: 0.344 2.852 2.512  -1.0658
C: 1.656 2.080 2.360  -0.2788
C: 2.299 2.085 0.982  -0.1111
F: 2.017 3.234 0.272  -0.3812
N: 1.985 0.979 0.033  0.2437
C: 0.864 1.164 -0.843  0.0457
O: 0.903 0.855 -1.996  -0.8224
O: -0.180 1.701 -0.233  0.2864
C: -1.310 2.000 -1.073  -0.6050
O: -2.013 0.859 -1.397  -0.4768
C: -2.445 0.051 -0.363  0.4438
C: -2.837 0.521 0.880  -0.2291
C: -3.245 -0.382 1.853  -0.7210
C: -3.267 -1.746 1.594  -0.4262
C: -2.896 -2.193 0.335  -0.3310
C: -2.484 -1.305 -0.642  -0.4019
N: 2.063 -0.289 0.675  0.3876
C: 3.279 -0.949 0.293  0.5619
O: 4.199 -1.087 1.020  -0.4557
F: 3.289 -1.352 -0.980  -0.1961
C: 0.917 -1.117 0.674  0.3698
O: 0.714 -2.065 0.001  -0.4536
F: 0.055 -0.692 1.598  -0.1508
H: -0.492 2.216 2.215  0.0953
H: 0.195 3.105 3.557  0.4210
H: 0.315 3.752 1.907  0.2503
H: 2.382 2.546 3.028  0.3759
H: 1.518 1.064 2.723  0.3284
H: 3.385 2.061 1.098  0.4698
H: -1.905 2.708 -0.495  0.2678
H: -0.993 2.465 -2.004  0.3710
H: -2.820 1.577 1.114  0.3189
H: -3.532 -0.013 2.829  0.3898
H: -3.570 -2.444 2.360  0.4657
H: -2.913 -3.253 0.125  0.3566
H: -2.191 -1.631 -1.631  0.4554
N: 0.665 -5.189 -1.719  -0.2852
C: 0.896 -6.319 -0.997  0.6158
N: 1.288 -6.112 0.294  -0.3392
O: 0.770 -7.445 -1.459  -0.7078
H: 0.765 -4.268 -1.334  0.2090
H: 0.386 -5.293 -2.676  0.1412
H: 1.474 -6.922 0.854  0.2005
H: 1.397 -5.199 0.695  0.1330
N: 0.810 6.831 4.820  -0.2920
C: 1.864 6.048 4.492  0.5562
N: 3.090 6.676 4.564  -0.4350
O: 1.761 4.881 4.146  -0.5911
H: 0.902 7.802 5.051  0.1823
H: -0.107 6.430 4.772  0.1744
H: 3.900 6.130 4.338  0.1870
H: 3.204 7.622 4.874  0.1920
N: 1.776 1.929 -4.566  -0.2798
C: 0.888 2.640 -5.316  0.6000
N: 1.318 3.001 -6.568  -0.4096
O: -0.220 2.944 -4.904  -0.6419
H: 2.695 1.684 -4.881  0.1747
H: 1.469 1.648 -3.648  0.3397
H: 0.682 3.524 -7.138  0.2390
H: 2.221 2.764 -6.931  0.1510
N: 2.193 8.998 1.866  -0.3345
C: 0.956 9.489 2.177  0.6157
N: 0.401 10.318 1.244  -0.4090
O: 0.378 9.194 3.211  -0.6000
H: 2.676 9.219 1.016  0.1711
H: 2.610 8.350 2.510  0.2026
H: -0.510 10.688 1.443  0.2192
H: 0.851 10.565 0.384  0.1572
N: -5.015 -6.384 0.702  -0.4047
C: -4.018 -5.888 1.494  0.6783
N: -3.065 -6.791 1.876  -0.4060
O: -3.978 -4.716 1.831  -0.6223
H: -5.066 -7.340 0.409  0.1637
H: -5.726 -5.742 0.406  0.2194
H: -2.322 -6.453 2.456  0.2061
H: -3.076 -7.756 1.606  0.1661
N: 0.027 -9.449 -3.645  -0.2845
C: -0.561 -9.229 -4.852  0.5585
N: -1.138 -7.990 -4.991  -0.3378
O: -0.584 -10.055 -5.750  -0.6630
H: 0.051 -8.763 -2.908  0.2518
H: 0.454 -10.344 -3.501  0.1811
H: -1.584 -7.786 -5.865  0.1981
H: -1.135 -7.302 -4.263  0.1606